The following is a quantum chemistry calculation of a molecular structure, C22H30AsN6O9S2Tl at a distorted geometry, from OMol25.

The geometry in XYZ format:
```
71
Properties=species:S:1:pos:R:3:forces:R:3
Tl 0.17530 -0.53842 0.31899 -0.9 0.0 0.7
C 2.68360 0.75568 3.94239 -0.3 -0.1 -0.2
C 2.01390 0.07678 2.77649 -0.6 1.1 0.6
N 0.94500 0.60378 2.23009 -0.1 -1.1 -0.2
N 0.54610 1.76088 2.63339 1.3 1.4 0.3
C -0.62730 2.35218 2.61249 -0.4 0.0 0.2
N -0.55620 3.71578 2.52319 0.3 0.1 -0.1
S -2.13720 1.68578 2.89019 -0.8 -0.1 0.2
C 2.54750 -1.15252 2.26139 0.5 -0.9 -0.4
C 3.77670 -1.67282 2.71089 -0.3 0.3 0.0
C 4.25340 -2.84922 2.17999 -0.2 -0.2 -0.3
C 3.50230 -3.51862 1.21779 0.1 0.1 0.2
C 2.30490 -2.95162 0.82099 0.2 -0.5 -0.1
N 1.85440 -1.81352 1.31769 0.1 0.3 0.3
H 2.01780 1.52288 4.32949 0.1 -0.1 0.0
H 3.61030 1.23978 3.63569 0.1 0.0 0.0
H 2.90220 0.04128 4.73309 0.1 0.0 0.1
H 0.35780 4.13158 2.60329 0.0 0.0 0.0
H -1.34470 4.23898 2.86469 0.0 -0.1 0.0
H 4.35990 -1.13662 3.44259 -0.1 0.1 0.1
H 5.20820 -3.23942 2.50219 0.0 0.0 0.0
H 3.84700 -4.44382 0.78459 0.0 -0.1 -0.1
H 1.67760 -3.42592 0.08039 0.0 0.0 0.0
C -0.13770 4.09698 -0.96901 0.3 0.0 0.3
N -1.21030 3.23298 -1.43441 0.1 0.0 0.1
C -1.80130 3.61078 -2.69471 -0.1 0.0 -0.2
C -1.30350 2.03308 -0.86411 -0.7 0.2 0.2
O -0.57600 1.73108 0.08389 0.3 -0.3 0.0
C -2.42420 1.08248 -1.29461 0.0 0.1 -0.1
O -2.32250 -0.12692 -0.58111 0.2 0.1 0.2
C -3.30310 -0.37592 0.39349 -0.2 -0.1 0.0
C -2.70040 -0.97152 1.66789 -0.2 -0.1 -0.2
O -1.49190 -1.10812 1.85109 0.2 -0.2 -0.3
N -3.57270 -1.35682 2.60539 0.1 0.0 0.2
C -5.00080 -1.42032 2.40899 -0.2 0.0 -0.2
C -3.05320 -1.87272 3.85559 0.3 0.0 0.1
H -0.38260 5.12778 -1.21481 0.0 0.0 0.0
H 0.80350 3.79968 -1.43651 -0.1 0.1 0.0
H -0.05170 3.98148 0.11019 0.0 0.1 -0.1
H -2.05870 4.67098 -2.65471 -0.1 -0.1 0.0
H -2.70150 3.04198 -2.90791 0.0 0.0 0.0
H -1.07790 3.45818 -3.50081 -0.1 0.0 0.0
H -2.32970 0.84948 -2.35831 -0.1 0.1 0.1
H -3.39130 1.56518 -1.10881 0.1 0.0 -0.1
H -4.03020 -1.08632 -0.02671 0.1 0.1 0.1
H -3.82090 0.54908 0.68069 0.1 -0.1 0.0
H -5.36520 -0.54632 1.87239 -0.1 0.0 0.0
H -5.48960 -1.44992 3.38169 0.0 0.0 -0.1
H -5.27600 -2.32432 1.85539 -0.1 0.1 0.0
H -2.03760 -1.50082 3.98079 -0.1 0.0 0.1
H -3.03440 -2.96542 3.85319 0.0 0.0 0.0
H -3.67040 -1.51822 4.68059 0.0 0.0 0.0
O -1.12150 -1.97182 -3.07891 0.0 -0.2 -0.1
As -0.26190 -3.02022 -1.95561 0.3 -1.3 -1.3
O 1.44670 -2.20352 -2.06771 -0.5 -0.5 0.5
O -0.60950 -2.37762 -0.46131 0.0 0.6 1.3
C 1.90190 -1.72692 -3.22361 0.3 0.0 -0.6
C 2.13650 -2.53542 -4.33721 -0.1 0.0 0.3
C 2.64190 -1.97972 -5.49571 0.0 0.0 -0.1
C 2.94120 -0.62592 -5.56491 0.0 0.0 0.0
C 2.67230 0.18868 -4.47941 0.0 0.2 0.0
C 2.14240 -0.36012 -3.33041 -0.3 0.0 0.6
S 1.43610 0.64818 -2.04531 0.8 1.0 -1.6
O 0.01650 0.23258 -2.04381 0.1 -0.3 0.2
O 1.59130 2.02348 -2.45381 0.2 -0.2 0.0
O 2.04760 0.33548 -0.73911 -0.1 -0.1 -0.1
H -0.93680 -1.07892 -2.75331 -0.1 0.4 -0.2
H 1.87910 -3.58532 -4.27131 0.1 0.0 0.0
H 2.78980 -2.60412 -6.36421 0.1 -0.1 -0.1
H 3.34750 -0.20422 -6.47081 0.0 0.0 -0.1
H 2.83210 1.25508 -4.51001 0.0 0.1 -0.1
```
Forces are in eV/Å.

- Gap between HOMO and LUMO: 0.2533 Ha
- Electronic energy: -5066.680022 Eh
- Strongest force on any atom: 0.040 hartree/bohr